This record from the OMol25 dataset describes the molecule C3H4S2. The level of theory is wB97M-V/def2-TZVPD.

Element x y z (Å)
1 C -0.14 -1.43 -0.40
2 C 0.45 -0.03 -0.59
3 C -0.09 0.88 0.50
4 S 1.63 0.96 -1.55
5 S -1.47 -1.63 0.52
6 H 0.29 -2.37 -0.88
7 H -0.08 2.10 0.26
8 H 0.53 0.87 1.38
9 H -1.11 0.65 0.75

Output
**Total charge**: 0
**HOMO energy (spin up / spin down)**: -8.1 / -8.6 eV
**Kohn-Sham gap (spin up / spin down)**: 8.616 / 5.846 eV
**Spin multiplicity**: 3
**<S²>**: 2.031

***

This record from the OMol25 dataset describes a cluster of 2 separate species, C3H4Si in total. The level of theory is wB97M-V/def2-TZVPD.

Element x y z (Å)
1 C 1.43 -0.96 0.41
2 C -1.36 0.44 0.46
3 C -1.98 -0.10 -0.45
4 Si 1.85 0.38 -0.55
5 H 1.26 -0.89 1.52
6 H -0.91 0.80 1.34
7 H -2.58 -0.76 -0.99
8 H 2.28 1.08 -1.74

Output
**Total charge**: 0
**HOMO energy**: -8.2 eV
**Kohn-Sham gap**: 7.647 eV
**Spin multiplicity**: 1
**Structure (SMILES)**: C#[SiH].C#C

***

This record from the OMol25 dataset describes the molecule C3H5B. The level of theory is wB97M-V/def2-TZVPD.

Element x y z (Å)
1 B -2.78 -0.17 -0.42
2 C 1.08 -0.62 -0.08
3 C -1.35 0.14 0.06
4 C 0.13 0.17 -0.50
5 H 2.11 -0.54 -0.52
6 H 0.90 -1.21 0.81
7 H -1.30 1.19 0.55
8 H -1.54 -0.56 0.94
9 H 0.42 0.70 -1.39

Output
**Total charge**: 0
**HOMO energy**: -8.5 eV
**Kohn-Sham gap**: 8.809 eV
**Spin multiplicity**: 1

***

The following energy above the lowest of the compared OMol25 structures with the same formula, charge and spin values (in kJ/mol) correspond, in order, to the records above: 28.5 406.0 244.0.